1.
{
  "formula": "H24O12",
  "method": "wB97M-V/def2-TZVPD",
  "e_above_lowest_kcal_mol": 44.0,
  "max_force_ev_per_a": 2.8,
  "smiles": "O.O.O.O.O.O.O.O.O.O.O.O",
  "species": ["O", "H", "H", "O", "H", "H", "O", "H", "H", "O", "H", "H", "O", "H", "H", "O", "H", "H", "O", "H", "H", "O", "H", "H", "O", "H", "H", "O", "H", "H", "O", "H", "H", "O", "H", "H"],
  "coordinates": [[0.97, 1.58, -2.17], [1.67, 1.08, -2.54], [0.19, 1.48, -2.71], [-1.57, 1.28, -2.79], [-2.15, 0.65, -3.22], [-1.92, 1.34, -1.92], [0.30, -1.54, 1.59], [-0.22, -1.23, 2.30], [1.22, -1.60, 1.89], [-3.01, -2.32, 1.44], [-2.45, -1.79, 0.88], [-3.25, -1.75, 2.16], [1.79, 1.08, 2.40], [0.98, 1.58, 2.57], [1.98, 0.95, 1.43], [-0.21, 0.78, 0.18], [-0.07, -0.01, 0.69], [0.12, 0.74, -0.71], [1.92, -1.18, -1.38], [2.75, -1.60, -1.67], [1.88, -1.44, -0.44], [0.11, -3.68, -0.14], [0.12, -2.80, 0.37], [-0.78, -3.97, -0.28], [3.26, 0.98, -0.02], [3.86, 1.67, -0.37], [2.86, 0.59, -0.82], [0.90, 3.21, 0.65], [0.31, 2.45, 0.53], [0.51, 3.89, 0.04], [-2.78, 0.59, 1.35], [-2.12, 1.16, 0.89], [-3.08, 1.12, 2.04], [-1.70, -1.30, -0.72], [-0.93, -1.53, -1.18], [-1.46, -0.49, -0.32]]
}

=====

2.
{
  "formula": "C38H55FN7O2PS2",
  "method": "wB97M-V/def2-TZVPD",
  "max_force_ev_per_a": 1.9,
  "smiles": "CC[C@H](F)[PH](N)(CCCSC(=S)N(CC)CC)OC(=O)c1ccccc1.c1cc[nH]c1.c1cc[nH]c1.c1cc[nH]c1.c1cc[nH]c1.c1cc[nH]c1",
  "species": ["C", "C", "C", "F", "P", "N", "C", "C", "C", "S", "C", "S", "N", "C", "C", "C", "C", "O", "C", "O", "C", "C", "C", "C", "C", "C", "H", "H", "H", "H", "H", "H", "H", "H", "H", "H", "H", "H", "H", "H", "H", "H", "H", "H", "H", "H", "H", "H", "H", "H", "H", "H", "H", "H", "H", "H", "N", "C", "C", "C", "C", "H", "H", "H", "H", "H", "N", "C", "C", "C", "C", "H", "H", "H", "H", "H", "N", "C", "C", "C", "C", "H", "H", "H", "H", "H", "N", "C", "C", "C", "C", "H", "H", "H", "H", "H", "N", "C", "C", "C", "C", "H", "H", "H", "H", "H"],
  "coordinates": [[1.85, 6.92, 1.41], [1.96, 5.99, 0.20], [2.14, 4.55, 0.68], [3.33, 4.53, 1.40], [2.16, 3.35, -0.77], [0.41, 3.62, -1.07], [1.99, 1.54, -0.55], [0.62, 0.96, -0.20], [0.13, 1.38, 1.20], [0.33, 0.10, 2.46], [2.11, 0.10, 2.78], [3.00, -0.95, 1.89], [2.62, 0.95, 3.73], [3.94, 0.55, 4.25], [5.10, 1.11, 3.44], [1.68, 1.39, 4.79], [0.93, 2.67, 4.39], [3.94, 3.19, -0.58], [4.59, 2.44, -1.44], [4.21, 2.17, -2.55], [5.88, 1.91, -0.91], [6.12, 0.54, -0.91], [7.33, 0.06, -0.42], [8.29, 0.95, 0.05], [8.06, 2.33, 0.02], [6.84, 2.81, -0.46], [2.02, 7.94, 1.10], [0.88, 6.81, 1.88], [2.61, 6.68, 2.15], [2.82, 6.25, -0.40], [1.04, 6.03, -0.38], [1.35, 4.28, 1.38], [2.38, 3.93, -2.02], [0.24, 4.39, -1.71], [-0.16, 3.79, -0.25], [2.36, 1.02, -1.43], [2.66, 1.27, 0.27], [-0.13, 1.13, -0.96], [0.76, -0.12, -0.16], [0.55, 2.32, 1.52], [-0.95, 1.53, 1.15], [4.02, -0.53, 4.34], [4.06, 0.94, 5.25], [5.22, 2.18, 3.62], [4.95, 0.97, 2.37], [6.01, 0.58, 3.70], [0.99, 0.60, 5.07], [2.24, 1.64, 5.68], [1.32, 3.51, 4.96], [-0.14, 2.61, 4.58], [1.14, 2.89, 3.35], [5.37, -0.14, -1.29], [7.52, -1.00, -0.39], [9.22, 0.58, 0.44], [8.80, 3.03, 0.38], [6.67, 3.87, -0.48], [-4.15, -3.62, 2.07], [-4.94, -2.53, 1.79], [-4.14, -1.42, 1.85], [-2.83, -1.86, 2.18], [-2.87, -3.22, 2.31], [-4.48, -4.57, 2.10], [-5.98, -2.64, 1.57], [-4.47, -0.41, 1.68], [-1.95, -1.24, 2.31], [-2.10, -3.93, 2.55], [-6.06, -3.71, -1.14], [-6.79, -2.79, -1.83], [-7.90, -3.42, -2.34], [-7.83, -4.78, -1.93], [-6.68, -4.92, -1.18], [-5.20, -3.51, -0.66], [-6.47, -1.76, -1.91], [-8.67, -2.96, -2.94], [-8.53, -5.57, -2.15], [-6.26, -5.78, -0.69], [8.79, -1.82, -3.05], [8.29, -3.00, -3.50], [9.26, -3.95, -3.38], [10.41, -3.32, -2.83], [10.08, -2.00, -2.64], [8.30, -0.95, -3.03], [7.28, -3.07, -3.87], [9.17, -4.99, -3.65], [11.35, -3.77, -2.60], [10.66, -1.18, -2.24], [-6.57, 2.50, 1.26], [-7.03, 3.16, 2.38], [-7.85, 2.31, 3.06], [-7.90, 1.09, 2.33], [-7.10, 1.24, 1.23], [-5.95, 2.89, 0.58], [-6.72, 4.17, 2.58], [-8.37, 2.53, 3.98], [-8.46, 0.20, 2.58], [-6.86, 0.56, 0.43], [-8.54, -5.52, -5.11], [-7.79, -6.59, -5.49], [-8.40, -7.18, -6.57], [-9.57, -6.42, -6.85], [-9.63, -5.40, -5.93], [-8.33, -4.91, -4.34], [-6.89, -6.85, -4.96], [-8.05, -8.05, -7.10], [-10.29, -6.60, -7.64], [-10.35, -4.61, -5.80]]
}

=====

3.
{
  "formula": "C32H29N3O5",
  "method": "wB97M-V/def2-TZVPD",
  "e_above_lowest_kcal_mol": 4.6,
  "max_force_ev_per_a": 0.7,
  "smiles": "O=C1[C@H]2[C@@H](/C=C/c3ccccc3)N3C(=O)CN(CCO)C(=O)[C@@]3(Cc3ccccc3)[C@H]2C(=O)N1c1ccccc1",
  "species": ["O", "C", "N", "C", "O", "C", "C", "C", "N", "C", "O", "C", "N", "C", "O", "C", "H", "C", "H", "O", "H", "H", "H", "H", "H", "C", "C", "C", "C", "C", "C", "C", "C", "C", "H", "H", "H", "H", "H", "H", "H", "H", "C", "C", "C", "C", "C", "C", "C", "H", "H", "H", "H", "H", "H", "H", "H", "H", "C", "C", "C", "C", "C", "C", "H", "H", "H", "H", "H"],
  "coordinates": [[-0.18, -2.23, 1.19], [-0.20, -1.06, 1.47], [0.91, -0.31, 1.82], [0.68, 1.05, 1.75], [1.45, 1.91, 2.08], [-0.71, 1.22, 1.16], [-1.39, -0.10, 1.46], [-2.34, -0.35, 0.28], [-1.57, 0.20, -0.82], [-1.58, -0.27, -2.07], [-0.95, 0.23, -2.98], [-2.46, -1.50, -2.28], [-2.61, -2.33, -1.11], [-2.66, -1.85, 0.14], [-3.00, -2.49, 1.11], [-2.79, -3.75, -1.31], [-3.36, -4.13, -0.45], [-1.44, -4.47, -1.37], [-0.84, -4.18, -0.50], [-1.59, -5.87, -1.45], [-1.97, -6.18, -0.62], [-0.90, -4.19, -2.28], [-3.37, -3.93, -2.22], [-2.01, -2.08, -3.08], [-3.44, -1.15, -2.63], [-0.64, 1.25, -0.39], [0.75, 0.94, -0.89], [1.63, 1.89, -1.20], [3.02, 1.65, -1.58], [3.50, 0.41, -1.99], [4.83, 0.23, -2.29], [5.72, 1.29, -2.19], [5.26, 2.53, -1.79], [3.93, 2.71, -1.49], [3.57, 3.69, -1.18], [5.95, 3.36, -1.72], [6.76, 1.14, -2.43], [5.18, -0.74, -2.61], [2.81, -0.42, -2.09], [1.34, 2.93, -1.12], [1.00, -0.11, -0.94], [-0.96, 2.22, -0.78], [-3.72, 0.33, 0.44], [-3.67, 1.82, 0.59], [-3.74, 2.41, 1.85], [-3.69, 3.78, 1.99], [-3.55, 4.59, 0.87], [-3.49, 4.01, -0.39], [-3.56, 2.64, -0.53], [-3.52, 2.20, -1.51], [-3.40, 4.64, -1.26], [-3.51, 5.66, 0.98], [-3.74, 4.23, 2.97], [-3.85, 1.78, 2.72], [-4.31, 0.08, -0.45], [-4.21, -0.13, 1.30], [-1.90, -0.15, 2.42], [-1.20, 2.11, 1.56], [2.18, -0.89, 2.07], [2.27, -2.03, 2.87], [3.51, -2.60, 3.10], [4.65, -2.04, 2.55], [4.55, -0.91, 1.76], [3.32, -0.33, 1.52], [3.25, 0.56, 0.91], [5.44, -0.47, 1.33], [5.61, -2.49, 2.73], [3.58, -3.49, 3.71], [1.38, -2.46, 3.29]]
}

=====

4.
{
  "formula": "C35H81N3O11",
  "method": "wB97M-V/def2-TZVPD",
  "e_above_lowest_kcal_mol": 21.3,
  "max_force_ev_per_a": 2.7,
  "smiles": "CC1(C)CCCC(C)(C)N1O.CC1(C)CCCC(C)(C)N1O.CC1(C)CCCC(C)(C)N1O.OCCO.OCCO.OCCO.OCCO",
  "species": ["C", "C", "O", "O", "H", "H", "H", "H", "H", "H", "C", "C", "O", "O", "H", "H", "H", "H", "H", "H", "C", "C", "O", "O", "H", "H", "H", "H", "H", "H", "C", "C", "O", "O", "H", "H", "H", "H", "H", "H", "C", "C", "C", "C", "C", "C", "N", "O", "C", "C", "C", "H", "H", "H", "H", "H", "H", "H", "H", "H", "H", "H", "H", "H", "H", "H", "H", "H", "H", "H", "C", "C", "C", "C", "C", "C", "N", "O", "C", "C", "C", "H", "H", "H", "H", "H", "H", "H", "H", "H", "H", "H", "H", "H", "H", "H", "H", "H", "H", "H", "C", "C", "C", "C", "C", "C", "N", "O", "C", "C", "C", "H", "H", "H", "H", "H", "H", "H", "H", "H", "H", "H", "H", "H", "H", "H", "H", "H", "H", "H"],
  "coordinates": [[3.63, 2.00, 4.80], [3.59, 3.52, 4.81], [4.51, 4.06, 3.87], [3.28, 1.44, 3.55], [2.94, 1.61, 5.56], [4.55, 1.50, 5.13], [3.79, 3.81, 5.84], [2.60, 3.83, 4.49], [5.40, 3.91, 4.19], [3.78, 1.85, 2.84], [-3.04, -1.51, 3.67], [-4.37, -1.45, 2.93], [-5.24, -2.52, 3.30], [-3.14, -0.98, 4.99], [-2.24, -0.99, 3.11], [-2.72, -2.56, 3.65], [-4.07, -1.58, 1.88], [-5.03, -0.59, 3.07], [-5.55, -2.41, 4.20], [-2.31, -1.22, 5.42], [2.13, 0.64, -5.26], [2.14, 0.66, -3.76], [1.63, 1.90, -3.24], [0.81, 0.66, -5.77], [2.66, -0.22, -5.67], [2.69, 1.51, -5.63], [3.17, 0.59, -3.37], [1.62, -0.17, -3.27], [1.31, 2.42, -3.99], [0.80, 0.73, -6.73], [0.16, 0.74, 1.51], [0.61, 1.50, 0.27], [0.59, 0.70, -0.89], [-1.25, 0.59, 1.54], [0.61, 1.15, 2.41], [0.61, -0.26, 1.44], [1.64, 1.78, 0.52], [0.06, 2.44, 0.16], [1.05, 1.13, -1.62], [-1.50, -0.12, 0.93], [-5.45, 2.02, -1.03], [-4.54, 3.21, -0.79], [-5.17, 4.50, -1.34], [-4.72, 5.84, -0.74], [-4.48, 5.74, 0.77], [-3.75, 4.51, 1.30], [-4.37, 3.34, 0.69], [-3.90, 2.12, 1.26], [-2.21, 4.63, 1.08], [-3.92, 4.47, 2.83], [-3.16, 3.07, -1.48], [-5.17, 1.12, -0.49], [-5.50, 1.79, -2.10], [-6.48, 2.22, -0.74], [-4.94, 4.52, -2.41], [-6.25, 4.37, -1.30], [-5.52, 6.55, -0.92], [-3.80, 6.09, -1.27], [-5.46, 5.83, 1.25], [-3.89, 6.59, 1.12], [-1.76, 5.34, 1.78], [-1.77, 3.69, 1.40], [-2.03, 5.06, 0.10], [-3.50, 3.52, 3.16], [-3.34, 5.30, 3.24], [-4.95, 4.50, 3.20], [-3.33, 2.93, -2.55], [-2.59, 2.26, -1.02], [-2.63, 4.02, -1.48], [-3.02, 2.04, 0.86], [5.55, -2.80, -1.97], [5.75, -2.95, -0.44], [6.90, -1.98, -0.09], [6.44, -0.56, 0.26], [5.48, -0.65, 1.46], [4.22, -1.47, 1.10], [4.50, -2.65, 0.24], [3.38, -3.32, -0.25], [3.53, -1.98, 2.34], [3.27, -0.54, 0.31], [6.18, -4.36, -0.10], [4.76, -3.49, -2.28], [6.39, -3.05, -2.62], [5.14, -1.83, -2.28], [7.53, -2.41, 0.69], [7.53, -1.80, -0.96], [5.97, -0.15, -0.63], [7.28, -0.03, 0.71], [5.16, 0.37, 1.68], [5.93, -1.06, 2.37], [3.17, -1.27, 3.10], [2.62, -2.51, 2.06], [4.18, -2.58, 2.99], [2.42, -1.15, 0.00], [2.91, 0.31, 0.90], [3.64, -0.11, -0.63], [5.35, -5.06, -0.17], [6.72, -4.38, 0.85], [6.86, -4.78, -0.85], [3.04, -2.68, -0.90], [-2.18, -4.15, 0.15], [-1.09, -3.62, -0.82], [-0.84, -4.65, -1.95], [-1.82, -4.51, -3.07], [-1.91, -3.06, -3.57], [-2.32, -2.07, -2.46], [-1.37, -2.32, -1.37], [-1.31, -1.26, -0.44], [-2.15, -0.66, -3.01], [-3.81, -2.28, -2.06], [0.22, -3.56, 0.00], [-2.55, -3.35, 0.79], [-3.11, -4.48, -0.32], [-1.79, -4.98, 0.73], [0.21, -4.47, -2.21], [-0.90, -5.71, -1.66], [-1.58, -5.19, -3.89], [-2.86, -4.77, -2.85], [-2.59, -3.04, -4.43], [-1.02, -2.71, -4.12], [-2.21, 0.09, -2.23], [-2.83, -0.48, -3.85], [-1.17, -0.51, -3.48], [-3.89, -3.34, -1.87], [-4.45, -2.07, -2.91], [-4.04, -1.70, -1.17], [0.99, -3.21, -0.68], [0.11, -2.88, 0.84], [0.57, -4.53, 0.37], [-0.45, -0.85, -0.67]]
}

=====

5.
{
  "formula": "C6H24O6",
  "method": "wB97M-V/def2-TZVPD",
  "e_above_lowest_kcal_mol": 159.0,
  "max_force_ev_per_a": 7.3,
  "smiles": "CO.CO.CO.CO.CO.CO",
  "species": ["C", "O", "H", "H", "H", "H", "C", "O", "H", "H", "H", "H", "C", "O", "H", "H", "H", "H", "C", "O", "H", "H", "H", "H", "C", "O", "H", "H", "H", "H", "C", "O", "H", "H", "H", "H"],
  "coordinates": [[3.10, -2.07, -1.12], [2.86, -2.80, 0.10], [4.01, -1.46, -1.01], [2.22, -1.42, -1.35], [3.22, -2.90, -1.88], [2.79, -2.21, 0.87], [-0.73, -1.00, -0.22], [-0.55, 0.17, -1.08], [-0.53, -0.76, 0.79], [0.02, -1.64, -0.54], [-1.60, -1.57, -0.34], [-1.03, 0.06, -1.95], [1.14, 2.88, -0.50], [1.49, 1.70, -1.01], [1.74, 3.62, -0.58], [1.19, 2.82, 0.62], [0.17, 3.18, -0.62], [0.84, 1.09, -0.78], [-2.34, 1.46, 2.06], [-2.46, 0.64, 3.32], [-2.66, 2.50, 2.35], [-3.18, 1.23, 1.31], [-1.34, 1.14, 1.57], [-3.19, 0.88, 3.81], [2.17, -0.28, 2.58], [3.40, -0.65, 2.35], [1.72, -0.99, 3.10], [1.58, -0.12, 1.64], [1.86, 0.74, 3.05], [4.01, 0.08, 2.35], [-3.64, -0.56, -3.07], [-2.31, -0.72, -3.18], [-3.85, -0.25, -2.06], [-4.12, -1.50, -3.66], [-3.75, 0.37, -3.64], [-2.25, -1.65, -3.29]]
}

=====

6.
{
  "formula": "C27H71N3O10",
  "method": "wB97M-V/def2-TZVPD",
  "e_above_lowest_kcal_mol": 48.0,
  "max_force_ev_per_a": 3.1,
  "smiles": "CC1(C)CCCC(C)(C)N1O.CC1(C)CCCC(C)(C)N1O.CC1(C)CCCC(C)(C)N1O.O.O.O.O.O.O.O",
  "species": ["C", "C", "C", "C", "C", "C", "N", "O", "C", "C", "C", "H", "H", "H", "H", "H", "H", "H", "H", "H", "H", "H", "H", "H", "H", "H", "H", "H", "H", "H", "C", "C", "C", "C", "C", "C", "N", "O", "C", "C", "C", "H", "H", "H", "H", "H", "H", "H", "H", "H", "H", "H", "H", "H", "H", "H", "H", "H", "H", "H", "C", "C", "C", "C", "C", "C", "N", "O", "C", "C", "C", "H", "H", "H", "H", "H", "H", "H", "H", "H", "H", "H", "H", "H", "H", "H", "H", "H", "H", "H", "O", "H", "H", "O", "H", "H", "O", "H", "H", "O", "H", "H", "O", "H", "H", "O", "H", "H", "O", "H", "H"],
  "coordinates": [[-4.72, 2.09, 1.30], [-3.59, 1.42, 0.56], [-4.23, 0.86, -0.70], [-4.49, 1.99, -1.73], [-3.16, 2.73, -2.09], [-2.44, 3.34, -0.76], [-2.40, 2.26, 0.23], [-1.68, 2.66, 1.38], [-0.96, 3.77, -1.16], [-3.30, 4.56, -0.25], [-3.07, 0.27, 1.37], [-5.56, 1.43, 1.50], [-5.19, 2.96, 0.83], [-4.43, 2.35, 2.31], [-3.51, 0.18, -1.15], [-5.10, 0.26, -0.44], [-5.32, 2.69, -1.60], [-4.81, 1.38, -2.57], [-3.44, 3.46, -2.85], [-2.47, 2.07, -2.62], [-0.62, 4.54, -0.46], [-0.18, 3.01, -1.04], [-1.00, 4.18, -2.17], [-4.26, 4.84, -0.69], [-3.42, 4.56, 0.83], [-2.85, 5.51, -0.51], [-3.74, -0.55, 1.62], [-2.79, 0.64, 2.36], [-2.16, -0.20, 1.00], [-0.89, 2.19, 1.10], [4.17, 2.24, -3.80], [2.75, 2.70, -3.35], [1.85, 2.75, -4.61], [1.36, 1.44, -5.16], [0.72, 0.64, -4.08], [1.57, 0.40, -2.79], [2.19, 1.68, -2.39], [2.88, 1.58, -1.19], [0.58, -0.12, -1.73], [2.63, -0.66, -3.05], [2.84, 4.11, -2.70], [4.78, 3.13, -3.90], [4.18, 1.74, -4.77], [4.73, 1.61, -3.10], [1.03, 3.44, -4.40], [2.39, 3.27, -5.41], [2.14, 0.77, -5.51], [0.68, 1.55, -6.01], [0.53, -0.29, -4.61], [-0.23, 1.13, -3.87], [1.14, -0.18, -0.79], [-0.17, 0.66, -1.63], [0.26, -1.14, -1.93], [2.10, -1.49, -3.53], [3.33, -0.27, -3.80], [3.12, -0.99, -2.14], [1.87, 4.31, -2.24], [3.11, 4.77, -3.52], [3.66, 4.13, -1.99], [3.80, 1.37, -1.41], [-0.76, -2.55, 1.99], [-0.65, -3.88, 2.71], [-2.02, -4.68, 2.52], [-2.15, -5.39, 1.19], [-0.87, -6.29, 1.01], [0.50, -5.47, 0.96], [0.52, -4.77, 2.26], [1.73, -4.21, 2.56], [1.66, -6.47, 0.92], [0.59, -4.54, -0.25], [-0.55, -3.78, 4.26], [-1.62, -2.02, 2.42], [-1.10, -2.75, 0.97], [0.12, -1.92, 2.03], [-2.21, -5.38, 3.33], [-2.81, -3.93, 2.60], [-2.21, -4.69, 0.36], [-2.99, -6.09, 1.13], [-0.82, -6.93, 0.14], [-0.75, -6.87, 1.93], [2.61, -5.96, 1.02], [1.63, -7.22, 1.71], [1.66, -7.03, -0.02], [-0.36, -4.01, -0.36], [1.28, -3.74, 0.03], [0.93, -4.91, -1.21], [0.44, -3.40, 4.47], [-0.56, -4.76, 4.74], [-1.32, -3.09, 4.62], [2.22, -4.92, 2.98], [1.87, 1.76, 4.75], [1.27, 2.49, 4.59], [2.57, 1.87, 4.11], [0.36, 3.56, 2.91], [0.69, 2.87, 2.34], [-0.59, 3.50, 2.84], [3.23, -1.21, 1.75], [2.81, -2.07, 1.66], [4.14, -1.37, 1.52], [-0.59, -0.06, 3.96], [-1.21, -0.07, 4.69], [0.19, -0.50, 4.30], [0.94, 1.34, 1.76], [1.62, 0.77, 1.40], [0.59, 0.85, 2.50], [2.39, 3.63, 0.54], [2.86, 3.10, -0.10], [1.48, 3.65, 0.22], [4.27, 0.98, 2.46], [3.67, 0.42, 1.97], [5.05, 0.44, 2.59]]
}

=====

Number 1: E_LUMO -0.062 eV, HOMO -10.64 eV, frontier orbital gap 10.6 eV. Number 2: E_LUMO -0.002 eV, HOMO -8.06 eV, frontier orbital gap 8.1 eV. Number 3: E_LUMO 0.594 eV, HOMO -8.52 eV, frontier orbital gap 9.1 eV. Number 4: E_LUMO 0.253 eV, HOMO -7.91 eV, frontier orbital gap 8.2 eV. Number 5: E_LUMO 0.466 eV, HOMO -9.31 eV, frontier orbital gap 9.8 eV. Number 6: E_LUMO 0.059 eV, HOMO -8.17 eV, frontier orbital gap 8.2 eV.